DFT (the ωB97M-V functional and the def2-TZVPD basis) results for C15H28BiIN4O2Si as an isolated structure in a non-equilibrium geometry.

The geometry in XYZ format:
```
52
C15H28BiIN4O2Si | the OMol25 dataset | the ωB97M-V functional and the def2-TZVPD basis
C 1.018 0.370 -4.536
I -1.565 -0.013 -3.333
H 0.567 0.063 -5.508
H 1.785 -0.379 -4.251
H 1.281 1.448 -4.611
C -1.305 4.197 0.154
C -2.502 3.873 -0.352
N -2.414 2.567 -0.805
C -1.186 2.041 -0.564
N -0.491 3.080 -0.009
H -0.973 5.104 0.610
H -3.419 4.460 -0.446
C 2.211 -3.944 -0.352
C 0.805 -2.246 -0.882
N 1.907 -2.607 -0.164
H 1.193 -5.420 -1.630
N 0.463 -3.381 -1.557
H 3.040 -4.449 0.132
Bi -0.453 -0.195 -0.805
C 1.384 0.706 -2.616
O 2.422 1.233 -2.263
C 1.311 -4.451 -1.226
C -0.669 -3.560 -2.438
H -1.573 -3.838 -1.877
H -0.430 -4.365 -3.138
H -0.884 -2.641 -3.003
C 2.694 -1.756 0.718
H 3.702 -2.195 0.804
H 2.245 -1.708 1.725
H 2.758 -0.736 0.316
C 0.880 3.047 0.458
H 1.268 4.078 0.484
H 1.513 2.434 -0.205
H 0.939 2.619 1.476
C -3.566 1.890 -1.375
H -3.236 1.120 -2.093
H -4.151 2.640 -1.918
H -4.192 1.423 -0.602
C 1.395 0.495 3.818
Si -0.029 0.002 2.752
C -0.510 -1.760 3.144
C -1.497 1.115 3.169
O 0.404 0.167 1.182
H 1.183 0.500 4.898
H 1.739 1.505 3.567
H 2.258 -0.168 3.677
H -0.556 -1.915 4.234
H -1.503 -1.996 2.741
H 0.186 -2.508 2.740
H -1.309 2.160 2.897
H -2.390 0.795 2.622
H -1.747 1.104 4.241
```

The calculation puts the HOMO energy (spin up / spin down) at 2.67 / 2.67 eV. The charge is -2. The value obtained for the maximum force is 4.2 eV Å⁻¹. The HOMO-LUMO gap (spin up / spin down) is 0.079 / 0.079 hartree.


DFT (the ωB97M-V functional and the def2-TZVPD basis) results for a 2-piece molecular cluster, C15H28Br2F3NO4P overall.

The geometry in XYZ format:
```
54
C15H28Br2F3NO4P | the OMol25 dataset | the ωB97M-V functional and the def2-TZVPD basis
C -4.627 0.387 -2.624
C -3.752 1.469 -3.222
O -2.446 1.523 -2.647
C -1.532 0.605 -3.197
C -0.125 1.092 -2.898
C 0.293 0.857 -1.441
C 1.805 0.671 -1.232
C 2.220 -0.795 -1.031
N 2.324 -1.140 0.415
C 3.653 -1.447 0.798
O 4.421 -2.119 0.169
O 4.081 -0.908 1.965
C 3.178 -0.241 2.838
C 2.948 1.217 2.424
C 3.212 2.200 3.557
F 2.779 1.696 4.743
Br 5.115 2.547 3.699
C 2.428 3.509 3.327
F 2.605 3.911 2.059
F 1.122 3.230 3.491
Br 2.864 4.965 4.520
P 1.095 -2.340 0.880
C 1.988 -3.414 2.069
C -0.017 -1.378 1.992
H -4.206 -0.614 -2.695
H -5.586 0.342 -3.140
H -4.828 0.584 -1.571
H -4.182 2.460 -3.057
H -3.660 1.328 -4.309
H -1.680 -0.387 -2.749
H -1.692 0.501 -4.277
H 0.587 0.625 -3.585
H -0.111 2.166 -3.099
H -0.048 1.706 -0.845
H -0.248 -0.016 -1.060
H 2.360 1.073 -2.084
H 2.123 1.232 -0.353
H 3.157 -1.033 -1.532
H 1.448 -1.440 -1.456
H 2.237 -0.771 2.902
H 3.649 -0.297 3.817
H 1.925 1.354 2.068
H 3.602 1.439 1.585
H 1.339 -4.273 2.242
H 2.246 -2.955 3.026
H 2.902 -3.772 1.595
H 0.286 -1.338 3.038
H -1.023 -1.790 1.914
H -0.050 -0.360 1.597
C -7.215 -2.372 -1.735
O -6.008 -2.210 -2.295
H -7.903 -1.475 -1.806
H -7.844 -3.207 -2.161
H -7.209 -2.598 -0.628
```

The calculation puts the HOMO energy at -2.13 eV. The charge is -1. The value obtained for the maximum force is 0.4 eV Å⁻¹. The HOMO-LUMO gap is 0.134 hartree.